No. 1
DFT (ωB97M-V with the def2-TZVPD basis set) results for a molecular structure, C27H24BrFeN4O2S.

Structure (XYZ):
```
60
Properties=species:S:1:pos:R:3:nbo_charge:R:1
Fe -0.92 -0.89 -0.93 1.54
Br 5.10 -0.44 3.48 0.07
C 3.77 -0.69 2.16 -0.15
C 4.14 -1.08 0.87 -0.18
C 3.19 -1.23 -0.11 -0.24
C 1.82 -1.02 0.15 0.40
O 0.97 -1.13 -0.83 -0.84
C 1.45 -0.68 1.48 -0.25
C 0.09 -0.47 1.90 0.20
N -0.97 -0.71 1.21 -0.58
C -2.25 -0.45 1.75 0.10
C -2.55 -0.37 3.08 -0.21
C -3.85 -0.03 3.51 -0.18
C -4.84 0.22 2.61 -0.19
C -4.59 0.09 1.23 -0.11
C -5.58 0.31 0.24 -0.09
C -5.27 0.15 -1.08 -0.27
C -3.97 -0.27 -1.42 0.09
N -3.03 -0.49 -0.53 -0.57
C -3.30 -0.27 0.79 0.22
C 2.45 -0.50 2.46 -0.16
H 5.19 -1.24 0.64 0.23
H 3.47 -1.50 -1.12 0.22
H -0.01 -0.06 2.91 0.18
H -1.79 -0.58 3.82 0.22
H -4.05 0.03 4.57 0.23
H -5.84 0.50 2.94 0.23
H -6.57 0.61 0.55 0.23
H -6.00 0.31 -1.86 0.24
H -3.71 -0.45 -2.46 0.21
H 2.16 -0.21 3.46 0.22
C 5.68 2.26 -2.07 -0.64
C 4.23 2.30 -1.69 0.02
C 3.24 1.93 -2.60 -0.20
C 1.90 1.92 -2.25 -0.22
C 1.56 2.28 -0.95 -0.22
C 2.52 2.64 -0.02 -0.22
C 3.85 2.66 -0.40 -0.20
S -0.14 2.30 -0.43 1.27
C -0.63 3.83 -1.20 -0.80
O -0.91 1.26 -1.23 -1.06
H 5.81 2.35 -3.15 0.23
H 6.13 1.31 -1.76 0.23
H 6.24 3.05 -1.58 0.23
H 3.53 1.65 -3.61 0.22
H 1.14 1.62 -2.95 0.23
H 2.23 2.89 0.99 0.23
H 4.61 2.93 0.33 0.23
H -0.39 3.79 -2.26 0.25
H -0.11 4.65 -0.70 0.25
H -1.71 3.94 -1.05 0.25
N -2.45 -3.61 -0.65 -0.32
C -2.22 -4.91 -0.41 -0.01
C -0.91 -5.16 -0.74 -0.33
C -0.42 -3.93 -1.19 0.00
N -1.36 -2.99 -1.14 -0.40
H -3.30 -3.09 -0.53 0.42
H -3.00 -5.56 -0.03 0.24
H -0.38 -6.09 -0.67 0.25
H 0.57 -3.67 -1.54 0.24
```

For the frontier orbital gap (alpha / beta), the calculation gives 6.9 / 6.9 eV. The spin multiplicity is 5. The HOMO energy (alpha / beta) is -10.2 / -10.2 eV. The calculation puts the energy above the lowest of the compared OMol25 structures with the same formula, charge and spin at 0.000 eV. Its expectation value of S² is 6.0115. The calculation puts the LUMO energy (alpha / beta) at -3.3 / -3.3 eV. Its charge is +1.

***

No. 2
DFT (ωB97M-V with the def2-TZVPD basis set) results for a molecular structure, C27H24CoN5O7.

Structure (XYZ):
```
64
Properties=species:S:1:pos:R:3:nbo_charge:R:1
Co 0.89 -0.72 -0.81 1.54
O 1.99 -0.56 3.60 -0.68
C 1.04 0.32 3.98 0.34
C 1.00 0.66 5.34 -0.29
C 0.05 1.55 5.80 -0.19
C -0.87 2.12 4.93 -0.29
C -0.82 1.79 3.59 -0.16
C 0.13 0.90 3.09 -0.15
C 0.16 0.55 1.64 0.56
O 0.88 -0.46 1.30 -0.82
N -0.53 1.32 0.83 -0.47
N -0.39 0.85 -0.48 -0.42
C -0.93 1.56 -1.39 0.11
C -0.93 1.25 -2.81 -0.18
C -1.62 2.16 -3.64 -0.16
C -1.73 1.99 -5.00 -0.31
C -1.12 0.87 -5.57 -0.19
C -0.44 -0.04 -4.80 -0.30
C -0.30 0.11 -3.39 0.39
O 0.35 -0.80 -2.74 -0.83
H 1.87 -0.70 2.62 0.53
H 1.73 0.21 6.00 0.21
H 0.03 1.80 6.86 0.20
H -1.62 2.82 5.29 0.20
H -1.51 2.23 2.88 0.23
H -1.45 2.48 -1.09 0.17
H -2.07 3.02 -3.16 0.19
H -2.26 2.71 -5.61 0.20
H -1.19 0.71 -6.64 0.19
H 0.04 -0.90 -5.24 0.21
N -0.11 -2.52 -0.38 -0.48
C -1.03 -3.16 -0.14 0.53
N -2.08 -3.90 0.15 -0.47
C -2.56 -3.95 1.53 -0.20
C -4.08 -4.02 1.53 -0.41
C -4.56 -5.17 0.66 -0.40
C -4.02 -5.05 -0.76 -0.41
C -2.50 -4.98 -0.75 -0.20
H -2.19 -3.07 2.05 0.24
H -2.14 -4.84 2.02 0.18
H -4.47 -3.07 1.15 0.21
H -4.43 -4.13 2.56 0.22
H -5.66 -5.21 0.65 0.21
H -4.23 -6.12 1.09 0.19
H -4.41 -4.14 -1.23 0.21
H -4.33 -5.89 -1.38 0.21
H -2.09 -4.78 -1.74 0.23
H -2.08 -5.93 -0.39 0.18
O 3.92 -0.04 0.86 -0.67
C 3.51 0.58 -0.11 0.78
O 2.68 0.18 -1.00 -0.85
C 4.01 2.00 -0.32 -0.13
C 4.95 2.53 0.56 -0.14
C 5.42 3.83 0.41 -0.23
C 4.94 4.62 -0.62 -0.23
C 4.00 4.08 -1.48 0.07
C 3.52 2.79 -1.35 -0.19
N 3.48 4.93 -2.57 0.52
O 3.96 6.05 -2.70 -0.41
O 2.67 4.45 -3.33 -0.37
H 5.30 1.89 1.36 0.24
H 6.15 4.23 1.10 0.21
H 5.28 5.64 -0.76 0.24
H 2.78 2.39 -2.03 0.27
```

For the frontier orbital gap (alpha / beta), the calculation gives 6.6 / 6.6 eV. The spin multiplicity is 4. The HOMO energy (alpha / beta) is -4.4 / -4.4 eV. Its expectation value of S² is 3.7581. The calculation puts the LUMO energy (alpha / beta) at 2.2 / 2.2 eV. Its charge is -1.

***

No. 3
DFT (ωB97M-V with the def2-TZVPD basis set) results for a molecular structure, C27H24N8O4S3Ta.

Structure (XYZ):
```
67
Properties=species:S:1:pos:R:3:nbo_charge:R:1
Ta -0.29 0.17 0.96 2.27
O -1.59 2.87 3.88 -0.41
C -1.07 2.38 2.94 0.67
N -0.96 0.97 2.68 -0.87
C -1.41 0.15 3.77 0.66
O -1.35 0.43 4.92 -0.40
C -1.96 -1.14 3.26 0.11
C -2.72 -1.96 4.07 -0.16
C -3.17 -3.16 3.54 -0.08
C -2.83 -3.49 2.23 -0.21
C -2.07 -2.61 1.49 0.08
N -1.64 -1.45 2.00 -0.51
C -0.53 3.17 1.80 0.10
C -0.58 4.55 1.82 -0.12
C -0.20 5.24 0.68 -0.10
C 0.16 4.52 -0.45 -0.22
C 0.19 3.14 -0.39 0.06
N -0.12 2.47 0.73 -0.54
H -2.94 -1.65 5.08 0.28
H -3.78 -3.83 4.13 0.27
H -3.15 -4.42 1.79 0.26
H -1.80 -2.82 0.47 0.22
H -0.92 5.05 2.72 0.27
H -0.22 6.32 0.66 0.26
H 0.42 5.02 -1.37 0.26
H 0.44 2.55 -1.26 0.24
N -1.81 -4.78 -5.34 -0.70
C -1.40 -3.86 -4.47 0.28
C -1.12 -2.54 -4.91 -0.26
C -0.71 -1.57 -4.04 -0.13
C -0.56 -1.91 -2.68 -0.44
C -0.81 -3.21 -2.22 -0.15
C -1.22 -4.17 -3.10 -0.25
S -0.15 -0.70 -1.55 2.27
O 0.55 0.45 -2.05 -0.88
O 0.50 -1.29 -0.33 -0.94
N -1.44 -0.11 -0.67 -0.98
C -2.31 0.88 -1.12 0.12
S -2.94 1.08 -2.71 0.50
C -3.75 2.49 -2.17 -0.40
C -3.52 2.69 -0.85 -0.04
N -2.69 1.78 -0.26 -0.45
H -1.89 -4.56 -6.32 0.42
H -1.99 -5.73 -5.06 0.42
H -1.23 -2.30 -5.96 0.25
H -0.49 -0.57 -4.38 0.25
H -0.62 -3.46 -1.18 0.23
H -1.39 -5.18 -2.76 0.24
H -4.37 3.06 -2.85 0.28
H -3.94 3.49 -0.26 0.25
C 6.45 -0.56 1.79 -0.68
C 5.09 -0.12 1.41 0.38
C 4.82 0.84 0.46 -0.31
C 3.50 1.20 0.18 0.39
N 2.47 0.62 0.83 -0.53
C 2.74 -0.33 1.72 0.32
S 1.45 -1.08 2.52 0.01
N 4.02 -0.69 2.01 -0.50
C 3.22 2.24 -0.84 -0.68
H 7.20 0.09 1.35 0.27
H 6.63 -1.58 1.44 0.28
H 6.57 -0.57 2.88 0.27
H 5.64 1.33 -0.06 0.27
H 4.17 -1.41 2.70 0.46
H 4.14 2.65 -1.25 0.26
H 2.65 3.05 -0.39 0.25
H 2.63 1.81 -1.65 0.27
```

For the frontier orbital gap, the calculation gives 6.2 eV. The HOMO energy is -16.0 eV. The calculation puts the LUMO energy at -9.8 eV. Its charge is +3.

***

No. 4
DFT (ωB97M-V with the def2-TZVPD basis set) results for a molecular structure, C27H24N8S3Zr.

Structure (XYZ):
```
63
Properties=species:S:1:pos:R:3:nbo_charge:R:1
Zr -0.42 0.35 -0.20 1.88
C -4.16 2.57 0.90 -0.24
C -3.31 1.60 0.37 0.12
N -2.10 1.36 0.86 -0.59
C -1.67 2.07 1.93 0.23
C -2.44 3.12 2.49 -0.09
C -3.71 3.36 1.93 -0.06
C -1.92 3.87 3.58 -0.16
C -0.71 3.58 4.12 -0.15
C 0.07 2.49 3.63 -0.07
C 1.29 2.11 4.20 -0.09
C 1.94 0.99 3.72 -0.22
C 1.36 0.27 2.67 0.09
N 0.22 0.62 2.08 -0.51
C -0.42 1.72 2.55 0.15
H -5.14 2.71 0.48 0.26
H -3.63 0.98 -0.46 0.24
H -4.33 4.16 2.33 0.25
H -2.53 4.66 4.00 0.25
H -0.33 4.15 4.95 0.24
H 1.69 2.67 5.03 0.25
H 2.88 0.67 4.14 0.25
H 1.83 -0.63 2.30 0.22
N -1.35 -1.59 1.66 -0.61
N -1.88 -2.76 1.10 -0.43
C -2.40 -2.76 -0.14 0.35
N -2.97 -3.87 -0.59 -0.74
S -2.35 -1.38 -1.10 -0.17
H -0.49 -1.82 2.17 0.40
H -2.01 -1.18 2.33 0.39
H -2.05 -3.56 1.71 0.40
H -3.01 -4.71 -0.05 0.42
H -3.32 -3.88 -1.54 0.44
S 2.91 3.52 -0.80 0.10
C 2.01 2.30 -0.41 0.19
N 1.39 1.33 -0.10 -0.93
C -0.92 1.81 -1.85 -0.92
C -0.62 0.79 -2.87 -0.07
C -1.64 0.20 -3.64 -0.18
C -1.35 -0.78 -4.57 -0.14
C -0.03 -1.19 -4.76 -0.17
C 1.00 -0.62 -4.01 -0.08
C 0.71 0.36 -3.08 -0.25
C 0.28 -2.21 -5.70 0.25
N 0.55 -3.05 -6.43 -0.25
H -1.94 2.21 -1.95 0.24
H -0.20 2.64 -1.86 0.26
H -2.67 0.52 -3.52 0.23
H -2.13 -1.22 -5.17 0.24
H 2.02 -0.94 -4.18 0.23
H 1.54 0.84 -2.55 0.24
S 0.87 -1.99 -0.67 -0.23
C 2.56 -2.14 -0.56 0.11
N 3.11 -3.31 -0.98 -0.47
C 4.43 -3.57 -0.90 0.08
C 5.29 -2.64 -0.37 -0.26
C 4.77 -1.41 0.06 -0.07
C 3.42 -1.16 -0.04 -0.28
H 2.48 -4.00 -1.38 0.45
H 4.77 -4.52 -1.28 0.25
H 6.34 -2.85 -0.29 0.26
H 5.43 -0.65 0.46 0.24
H 2.99 -0.21 0.26 0.26
```

For the frontier orbital gap, the calculation gives 6.8 eV. The HOMO energy is -13.1 eV. The calculation puts the energy above the lowest of the compared OMol25 structures with the same formula, charge and spin at 0.201 eV. The calculation puts the LUMO energy at -6.3 eV. Its charge is +2.